Formula: C2H4CsO2
Source: the OMol25 dataset
Level of theory: the ωB97M-V functional and the def2-TZVPD basis

The calculation puts the largest force on an atom at 1.4 eV/Å. The charge is +2. The spin multiplicity is 2. Its expectation value of S² is 0.755. Its calculated total energy is -6760.5209 eV. The energy above the lowest of the compared OMol25 structures with the same formula, charge and spin comes out at 145.31 kJ/mol.

Geometry (Å):
C: 1.2976 2.8310 -1.8655
C: 0.6762 4.0493 -2.2582
O: 0.5107 1.9396 -1.3215
H: 2.3754 2.6465 -1.7731
H: 1.4539 4.8370 -2.2078
H: 0.4794 3.9506 -3.3466
H: -0.2657 4.1963 -1.6806
Cs: -0.9774 -3.2922 1.5024
O: 1.1320 0.8233 -0.9733